Computed, not measured: a structure of composition C31H18IN9OV, with the ωB97M-V functional and the def2-TZVPD basis.

Computed properties:
spin multiplicity = 3
calculated total energy = -3002.0923 a.u.
expectation value of S² = 2.022
maximum force = 0.3 eV/Å
relative energy (zero: lowest compared OMol25 entry of this formula, charge and spin) = 0.0000 eV
net charge = -1
Kohn-Sham gap (alpha / beta) = 7.06 / 7.20 eV
E_HOMO (alpha / beta) = -5.314 / -5.526 eV

Geometry as XYZ:
```
61
Properties=species:S:1:pos:R:3:lowdin_spin:R:1
V 0.47 -0.21 0.37 1.9246
C 0.16 -4.48 -0.28 0.0007
C -1.17 -4.74 -0.59 0.0030
C -2.09 -3.73 -0.47 0.0001
C -1.67 -2.45 -0.07 0.0023
N -0.38 -2.19 0.17 -0.0007
C 0.51 -3.20 0.09 0.0046
N -2.68 -1.51 0.03 0.0027
C -2.54 -0.30 0.44 0.0052
N -1.43 0.40 0.87 0.0011
C -1.82 1.67 1.21 0.0035
N -1.14 2.66 1.67 -0.0009
C 0.22 2.62 1.90 0.0034
C 0.71 3.70 2.66 -0.0014
C 2.05 3.79 2.93 0.0041
C 2.90 2.80 2.44 -0.0005
C 2.34 1.78 1.70 0.0048
N 1.03 1.67 1.42 -0.0016
C -3.28 1.80 1.00 0.0006
C -4.14 2.86 1.19 0.0001
C -5.48 2.66 0.87 0.0009
C -5.93 1.43 0.39 0.0002
C -5.05 0.37 0.21 0.0008
C -3.72 0.59 0.52 0.0000
H 0.93 -5.24 -0.35 0.0000
H -1.48 -5.72 -0.92 0.0001
H -3.13 -3.86 -0.71 -0.0001
H 1.53 -2.95 0.34 0.0007
H 0.00 4.43 3.00 -0.0002
H 2.44 4.61 3.51 0.0003
H 3.96 2.81 2.62 -0.0001
H 2.97 0.99 1.30 0.0005
H -3.78 3.81 1.57 0.0000
H -6.19 3.47 1.00 0.0001
H -6.97 1.31 0.15 0.0000
H -5.37 -0.59 -0.18 0.0000
I 0.42 2.96 -1.61 0.0092
C 1.73 1.77 -2.73 -0.0030
C 1.95 2.22 -4.01 0.0049
C 2.90 1.59 -4.83 -0.0023
C 3.63 0.55 -4.33 0.0031
C 3.42 0.08 -3.01 -0.0015
C 4.25 -0.97 -2.53 0.0170
C 4.09 -1.42 -1.26 -0.0032
C 3.05 -0.89 -0.45 0.0111
C 2.17 0.08 -0.88 -0.0490
C 2.42 0.65 -2.18 -0.0014
H 1.40 3.07 -4.38 0.0005
H 3.05 1.94 -5.84 -0.0003
H 4.39 0.07 -4.93 0.0001
H 5.01 -1.38 -3.18 0.0009
H 4.73 -2.20 -0.86 -0.0009
H 2.95 -1.30 0.55 -0.0001
O 1.21 -2.03 4.25 0.0141
C 1.20 -1.50 3.18 0.0137
N 1.22 -0.96 2.12 0.0027
N -2.69 -3.07 -3.94 0.0017
C -2.15 -2.05 -3.77 0.0015
N -1.58 -0.87 -3.67 0.0095
C -0.97 -0.55 -2.57 0.0136
N -0.43 -0.18 -1.62 -0.0008
```